Record 1
{
  "formula": "C4H9NO",
  "method": "wB97M-V/def2-TZVPD",
  "species": ["C", "C", "C", "N", "C", "O", "H", "H", "H", "H", "H", "H", "H", "H", "H"],
  "xyz": [[-1.514298, 0.506189, 1.664367], [-0.357028, -0.090224, 0.945282], [0.411826, -0.940464, -1.805682], [0.705365, 0.638187, 0.588222], [1.675480, 0.277544, -0.241875], [1.518074, -0.901009, -0.896737], [-2.451757, 0.098562, 1.264837], [-1.563791, 1.592077, 1.510191], [-1.512447, 0.317639, 2.748205], [-0.286888, -1.141419, 0.709137], [0.786494, -1.389525, -2.727141], [0.020226, 0.063403, -2.014176], [-0.401338, -1.551525, -1.400718], [0.774848, 1.578616, 0.968115], [2.499794, 0.934660, -0.473979]],
  "forces_ev_per_angstrom": [[-0.103, 0.074, 0.147], [0.131, -0.050, 0.012], [-0.164, -0.114, -0.203], [-0.089, -0.089, 0.015], [-0.010, 0.260, -0.089], [0.240, 0.006, 0.076], [0.111, 0.092, 0.127], [0.023, -0.140, 0.076], [-0.058, 0.049, -0.105], [-0.179, 0.141, -0.005], [-0.096, 0.053, 0.058], [0.156, -0.142, 0.045], [0.137, 0.047, -0.127], [-0.014, -0.120, -0.132], [-0.085, -0.067, 0.105]],
  "total_charge": 0,
  "lumo_ha": 0.037,
  "relative_energy_ev": 3.844,
  "molar_mass_da": 87.12
}

---

Record 2
{
  "formula": "C5H16NO2",
  "method": "wB97M-V/def2-TZVPD",
  "species": ["C", "C", "C", "C", "C", "N", "H", "H", "H", "H", "H", "H", "H", "H", "H", "H", "H", "H", "H", "H", "O", "H", "H", "O"],
  "xyz": [[1.811100, -1.139600, -0.338056], [0.531783, -1.697547, -0.898415], [-0.453755, -2.062134, 0.191519], [-1.625382, -1.414018, 0.258096], [-2.803314, -1.596263, 1.144657], [1.633917, 0.255788, 0.257004], [2.529303, -0.976203, -1.135287], [2.318713, -1.880989, 0.325619], [0.768500, -2.628730, -1.434992], [0.050771, -1.039591, -1.620431], [-0.104665, -2.843113, 0.883524], [-1.835368, -0.722601, -0.540351], [-2.848413, -2.408520, 1.880330], [-3.644922, -1.984472, 0.478348], [-3.099487, -0.626203, 1.566440], [1.549359, 0.282732, 1.285247], [0.867315, 0.791154, -0.139444], [2.564834, 0.679169, 0.156400], [-1.199245, 2.927988, -1.264426], [-0.153949, 3.760118, -1.970222], [-0.268953, 2.908739, -1.513075], [0.436444, 3.281352, 0.296438], [0.990695, 3.351267, 1.730032], [0.838540, 2.747119, 0.996313]],
  "forces_ev_per_angstrom": [[0.590, -0.355, -0.577], [-0.616, -1.031, 0.400], [-0.211, 0.676, 0.037], [0.585, -1.119, 0.314], [-1.710, -0.975, -0.729], [1.693, -1.408, 1.416], [0.022, 0.001, -0.254], [-0.615, 1.055, 0.140], [0.230, 0.323, -0.020], [0.164, 0.223, -0.056], [-0.502, 0.363, -0.118], [0.106, 0.429, -0.256], [0.953, 0.475, 0.220], [0.750, 1.028, 0.515], [-0.129, -0.436, 0.027], [-0.714, -0.242, -0.458], [0.105, 0.386, -0.185], [-0.732, 0.705, -0.481], [-0.169, -0.155, -0.051], [0.108, -0.442, -0.014], [-0.063, 0.636, -0.032], [0.049, -0.210, -0.153], [-0.003, -0.047, 0.061], [0.106, 0.120, 0.256]],
  "total_charge": 1,
  "lumo_ha": -0.110,
  "relative_energy_ev": 0.974,
  "molar_mass_da": 122.19
}

---

- What is the formula in the second record?
  C5H16NO2

---

Copy entry 2 word for word.
{
  "formula": "C5H16NO2",
  "method": "wB97M-V/def2-TZVPD",
  "species": ["C", "C", "C", "C", "C", "N", "H", "H", "H", "H", "H", "H", "H", "H", "H", "H", "H", "H", "H", "H", "O", "H", "H", "O"],
  "xyz": [[1.811100, -1.139600, -0.338056], [0.531783, -1.697547, -0.898415], [-0.453755, -2.062134, 0.191519], [-1.625382, -1.414018, 0.258096], [-2.803314, -1.596263, 1.144657], [1.633917, 0.255788, 0.257004], [2.529303, -0.976203, -1.135287], [2.318713, -1.880989, 0.325619], [0.768500, -2.628730, -1.434992], [0.050771, -1.039591, -1.620431], [-0.104665, -2.843113, 0.883524], [-1.835368, -0.722601, -0.540351], [-2.848413, -2.408520, 1.880330], [-3.644922, -1.984472, 0.478348], [-3.099487, -0.626203, 1.566440], [1.549359, 0.282732, 1.285247], [0.867315, 0.791154, -0.139444], [2.564834, 0.679169, 0.156400], [-1.199245, 2.927988, -1.264426], [-0.153949, 3.760118, -1.970222], [-0.268953, 2.908739, -1.513075], [0.436444, 3.281352, 0.296438], [0.990695, 3.351267, 1.730032], [0.838540, 2.747119, 0.996313]],
  "forces_ev_per_angstrom": [[0.590, -0.355, -0.577], [-0.616, -1.031, 0.400], [-0.211, 0.676, 0.037], [0.585, -1.119, 0.314], [-1.710, -0.975, -0.729], [1.693, -1.408, 1.416], [0.022, 0.001, -0.254], [-0.615, 1.055, 0.140], [0.230, 0.323, -0.020], [0.164, 0.223, -0.056], [-0.502, 0.363, -0.118], [0.106, 0.429, -0.256], [0.953, 0.475, 0.220], [0.750, 1.028, 0.515], [-0.129, -0.436, 0.027], [-0.714, -0.242, -0.458], [0.105, 0.386, -0.185], [-0.732, 0.705, -0.481], [-0.169, -0.155, -0.051], [0.108, -0.442, -0.014], [-0.063, 0.636, -0.032], [0.049, -0.210, -0.153], [-0.003, -0.047, 0.061], [0.106, 0.120, 0.256]],
  "total_charge": 1,
  "lumo_ha": -0.110,
  "relative_energy_ev": 0.974,
  "molar_mass_da": 122.19
}